The following is a quantum chemistry calculation of a structure of composition C4H7NO in a non-equilibrium geometry, from the Open Molecules 2025 dataset.

Results
LUMO level = 0.9 eV
max |F| = 2.8 eV Å⁻¹
relative energy (zero: lowest compared OMol25 entry of this formula, charge and spin) = 562.1 kJ/mol
multiplicity = 1
orbital gap = 9.72 eV
energy = -286.41757 Ha

```
13
Properties=species:S:1:pos:R:3:forces:R:3:nbo_charge:R:1
O -0.30910 -2.40485 -0.77761 0.4 0.6 2.0 -0.888
C -0.53206 -0.64400 -0.22421 0.5 -1.6 -0.2 0.078
C -0.99097 0.43746 0.85616 0.1 -0.5 -0.1 -0.437
C 0.08869 1.26545 0.16317 -0.1 0.1 -0.2 -0.067
N 1.35366 0.70778 0.60830 0.1 -0.1 0.1 -0.570
C 0.69986 0.04193 -0.52827 -0.1 0.0 -0.7 -0.131
H 0.30623 -2.76258 -0.13899 0.3 -0.5 0.2 0.449
H -1.13897 -1.04445 -0.99553 -1.3 2.3 -0.9 0.280
H -0.74773 0.25806 1.90932 0.0 -0.1 -0.4 0.238
H -2.01974 0.80636 0.76135 0.3 -0.4 -0.2 0.229
H -0.04176 2.20664 -0.36034 0.1 0.0 0.3 0.227
H 2.11437 1.24775 0.19182 -0.1 -0.1 0.1 0.364
H 1.21751 -0.11553 -1.46518 0.0 0.4 0.0 0.227
```
Positions in Å, forces in eV/Å.

=====

The following is a quantum chemistry calculation of a cluster of 2 separate species, C5H13NOS in total in a non-equilibrium geometry, from the Open Molecules 2025 dataset.

Results
LUMO level = -0.8 eV
max |F| = 4.5 eV Å⁻¹
relative energy (zero: lowest compared OMol25 entry of this formula, charge and spin) = 373.2 kJ/mol
multiplicity = 1
orbital gap = 8.17 eV
energy = -726.35896 Ha

```
21
Properties=species:S:1:pos:R:3:forces:R:3:nbo_charge:R:1
C -0.04349 0.88224 1.44087 -0.2 0.0 -0.6 -0.432
C 1.03916 0.11637 2.24917 -1.6 2.7 0.8 -0.088
O 2.02662 1.06530 2.66662 0.0 0.5 -0.5 -0.746
C 0.31054 1.36753 0.00070 -0.7 -0.2 0.5 -0.223
N 0.50502 0.28058 -0.98705 -0.5 0.5 0.7 -0.625
C -0.77856 -0.43493 -1.25647 1.8 -2.2 2.1 -0.230
C -0.56005 -1.48982 -2.36025 2.0 0.7 1.0 -0.581
S -1.91002 -2.61416 -2.40614 -2.7 3.3 -1.3 0.042
H -0.44605 1.72540 2.03604 0.5 -0.3 -0.2 0.215
H -0.89489 0.19783 1.31862 0.2 0.0 0.2 0.199
H 0.40082 -0.09686 3.16467 1.3 -1.3 -1.0 0.188
H 1.52123 -0.57947 1.57723 -0.2 -1.2 0.6 0.170
H 2.61587 0.72052 3.33683 0.0 -0.4 0.1 0.472
H -0.55311 1.95528 -0.35078 0.4 0.0 0.1 0.187
H 1.17221 2.02874 0.06234 0.2 -0.1 -0.3 0.205
H 1.20071 -0.33116 -0.54244 -0.5 -0.2 -0.7 0.345
H -1.11369 -1.03516 -0.33576 0.3 0.7 -1.1 0.167
H -1.60598 0.22712 -1.42655 -0.2 0.7 -0.6 0.200
H 0.38810 -2.08564 -2.08891 -1.3 0.9 -0.5 0.223
H -0.42269 -0.94226 -3.29625 0.2 -0.5 0.0 0.222
H -2.85173 -0.95741 -2.80246 1.3 -3.7 0.8 0.090
```
Positions in Å, forces in eV/Å.

=====

The following is a quantum chemistry calculation of a cluster of 2 separate species, C6H12O in total in a non-equilibrium geometry, from the Open Molecules 2025 dataset.

Results
LUMO level = 0.4 eV
max |F| = 2.1 eV Å⁻¹
relative energy (zero: lowest compared OMol25 entry of this formula, charge and spin) = 281.2 kJ/mol
SMILES = C/C=C(\C=O)CC.[H][H]
multiplicity = 1
orbital gap = 9.55 eV
energy = -310.95215 Ha

```
19
Properties=species:S:1:pos:R:3:forces:R:3:nbo_charge:R:1
C 0.87374 0.77609 2.04689 0.1 0.0 0.1 -0.597
C 0.32676 1.44139 0.78304 0.0 0.2 0.1 -0.411
C 0.02051 0.45783 -0.31505 -0.2 0.1 0.0 -0.228
C -0.99027 -0.41279 -0.15827 0.6 0.0 0.5 -0.035
C -1.50314 -1.34385 -1.16900 -0.7 0.9 -0.3 -0.679
C 0.83120 0.48027 -1.54473 -0.1 -0.1 -0.1 0.402
O 0.60820 -0.14369 -2.56747 0.2 0.3 0.4 -0.550
H 1.00022 1.50903 2.85006 0.0 -0.1 -0.1 0.210
H 0.19306 -0.00609 2.40435 0.1 0.2 -0.1 0.202
H 1.84144 0.30217 1.84913 -0.1 0.1 0.1 0.206
H -0.59147 1.98942 1.02372 0.1 0.0 0.0 0.207
H 1.04381 2.18510 0.41667 -0.1 0.0 0.1 0.207
H 0.92059 -1.68100 -0.06076 0.2 -0.6 0.0 0.004
H -2.10530 -0.42462 -1.44762 -0.8 -1.5 -1.2 0.269
H -1.62870 -0.35821 0.72325 0.3 0.1 0.2 0.205
H -2.10652 -2.18922 -0.81298 0.0 0.6 0.1 0.224
H 0.52833 -2.25508 -0.32124 0.5 -0.4 0.1 -0.013
H -0.83972 -1.61662 -1.98943 -0.2 0.2 0.3 0.269
H 1.71103 1.15784 -1.50537 -0.1 0.0 0.0 0.109
```
Positions in Å, forces in eV/Å.

=====

The following is a quantum chemistry calculation of a structure of composition C22H26BrInN10O9, from the Open Molecules 2025 dataset.

Results
total charge = +2
LUMO level = -6.4 eV
max |F| = 0.4 eV Å⁻¹
relative energy (zero: lowest compared OMol25 entry of this formula, charge and spin) = 10.6 kJ/mol
multiplicity = 1
orbital gap = 7.82 eV
energy = -4842.17080 Ha

```
69
Properties=species:S:1:pos:R:3:forces:R:3:nbo_charge:R:1
In 0.00641 -0.32688 0.13108 0.2 -0.1 -0.1 1.864
N 2.11398 4.33871 -0.35106 0.1 0.1 0.0 -0.693
C 0.93031 3.41442 -0.23062 0.0 -0.1 0.0 -0.056
C 0.30699 3.63420 1.13782 0.0 0.1 0.0 -0.436
C -0.95150 2.80119 1.34356 -0.1 0.1 0.1 -0.044
N -0.61396 1.37278 1.59039 -0.2 -0.2 0.1 -0.884
C -1.93086 2.97177 0.18587 0.1 0.0 0.0 -0.423
C -1.29855 2.77740 -1.19199 -0.1 0.0 0.0 -0.048
N -0.97570 1.34982 -1.38381 0.1 -0.1 -0.1 -0.867
C -0.05887 3.65508 -1.35660 0.0 0.1 0.1 -0.431
H 2.84957 3.98512 0.30005 -0.1 0.1 0.0 0.470
H 1.86835 5.29958 -0.09746 0.0 -0.1 0.0 0.437
H 2.50240 4.35639 -1.29662 0.0 0.0 0.1 0.438
H 1.35747 2.40961 -0.27692 0.0 0.1 0.0 0.235
H 0.00876 4.68415 1.23100 0.0 0.0 0.0 0.231
H 1.03348 3.42908 1.92538 0.0 0.0 0.0 0.249
H -1.42953 3.17844 2.25363 0.0 0.0 -0.1 0.228
H -1.42542 0.94819 2.03992 0.0 0.0 0.0 0.411
H 0.12316 1.31441 2.29195 0.0 0.0 0.0 0.427
H -2.34132 3.98260 0.23987 0.0 0.0 0.0 0.248
H -2.78144 2.29712 0.30626 0.0 0.0 0.0 0.234
H -2.02297 3.08870 -1.95207 0.0 0.0 0.1 0.226
H -0.64439 1.17168 -2.33035 0.1 0.1 0.0 0.403
H -1.84618 0.81883 -1.35634 0.0 -0.1 0.0 0.428
H -0.39021 4.69837 -1.34074 0.0 0.0 0.0 0.236
H 0.40136 3.48477 -2.33395 0.0 0.0 0.0 0.221
Br 0.17584 -0.94006 3.85756 0.0 0.0 0.0 0.104
C -1.08535 -1.95966 2.88376 0.0 -0.1 0.1 0.170
C -1.73674 -2.98682 3.54029 0.0 0.0 0.0 -0.249
C -2.62235 -3.76476 2.81118 0.0 0.0 0.0 -0.100
C -2.80806 -3.49436 1.46602 0.0 0.1 -0.1 -0.184
C -2.10643 -2.44806 0.89797 -0.1 -0.1 -0.1 0.111
N -1.26657 -1.66998 1.59894 0.1 0.0 0.1 -0.575
C -2.24146 -2.16821 -0.58964 -0.1 0.0 0.1 0.748
O -3.03713 -2.78349 -1.24276 -0.1 -0.1 0.0 -0.539
O -1.44806 -1.23577 -1.04668 0.2 0.1 0.1 -0.873
H -1.54569 -3.17272 4.58596 0.0 0.0 0.0 0.262
H -3.14703 -4.57999 3.29073 0.0 0.0 0.0 0.254
H -3.47044 -4.07249 0.83797 0.0 0.0 0.0 0.277
O 7.96358 -1.07047 0.96470 0.2 0.1 0.0 -0.341
N 7.06043 -1.85661 1.11778 -0.1 0.0 -0.2 0.536
O 7.15744 -3.05137 1.25681 0.0 -0.2 0.1 -0.337
C 5.69631 -1.30212 1.09916 -0.2 0.0 0.0 -0.019
C 5.51498 0.04212 0.84912 0.0 0.0 0.1 -0.093
C 4.22951 0.54433 0.86187 0.2 0.0 0.0 -0.085
C 3.05564 -0.23653 1.02161 0.1 -0.2 -0.1 0.487
O 1.88264 0.28719 0.93600 -0.2 0.3 0.1 -0.832
C 3.34264 -1.60528 1.27010 0.0 0.0 0.0 -0.087
C 4.62039 -2.13205 1.33624 0.1 0.1 0.0 -0.090
N 2.26324 -2.55565 1.48353 0.0 0.1 0.0 0.555
O 1.19512 -2.36966 0.88512 -0.2 0.0 0.0 -0.449
O 2.44925 -3.49489 2.20065 0.0 -0.1 0.0 -0.271
N 4.09325 1.97298 0.66307 -0.3 -0.3 0.1 0.546
O 4.77173 2.51837 -0.17408 0.1 0.2 -0.2 -0.343
O 3.25766 2.56590 1.34474 0.2 0.1 0.1 -0.430
H 6.36603 0.68916 0.68022 0.0 0.0 0.0 0.290
H 4.77588 -3.18133 1.54919 0.0 0.0 0.0 0.295
N 3.32040 0.73385 -4.35313 0.0 0.1 0.0 -0.771
C 2.73546 -0.19696 -3.56545 0.0 0.0 0.0 0.372
C 1.91145 0.14310 -2.47752 0.2 0.1 0.0 -0.065
N 1.35444 -0.79140 -1.71912 -0.1 -0.1 0.0 -0.477
C 1.59037 -2.06961 -2.01717 -0.1 -0.1 0.0 -0.048
C 2.43057 -2.39040 -3.07567 0.0 -0.1 0.1 0.073
N 3.00253 -1.47672 -3.83477 0.0 0.1 0.0 -0.391
H 2.99170 1.68177 -4.37827 0.0 0.0 0.0 0.394
H 3.82932 0.39833 -5.15562 0.0 0.0 0.0 0.429
H 1.72924 1.17901 -2.21701 0.0 0.0 0.0 0.175
H 1.10097 -2.83136 -1.42928 0.0 0.0 0.0 0.234
H 2.64082 -3.42614 -3.31103 0.0 0.0 0.0 0.230
```
Positions in Å, forces in eV/Å.

=====

The following is a quantum chemistry calculation of a cluster of 2 separate species, CH9N4 in total in a non-equilibrium geometry, from the Open Molecules 2025 dataset.

Results
total charge = +1
LUMO level = -4.7 eV
max |F| = 1.2 eV Å⁻¹
relative energy (zero: lowest compared OMol25 entry of this formula, charge and spin) = 196.0 kJ/mol
multiplicity = 1
orbital gap = 10.23 eV
energy = -262.26967 Ha

```
14
Properties=species:S:1:pos:R:3:forces:R:3:nbo_charge:R:1
N 0.54743 -0.74693 1.07168 -0.4 0.4 1.1 -0.839
C 1.16988 -0.08974 0.04390 0.0 0.1 -0.4 0.767
N 2.51027 -0.37867 -0.22443 -0.2 -0.1 -0.8 -0.848
N 0.51097 0.79382 -0.64296 0.4 0.1 0.4 -0.658
H -0.01386 -0.09105 1.61693 0.0 0.0 -0.1 0.415
H -0.15216 -1.42784 0.78788 0.5 -0.5 -0.2 0.432
H 3.10004 0.43599 -0.06362 0.1 -0.1 0.4 0.420
H 2.64058 -0.60992 -1.21121 0.0 -0.1 0.1 0.408
H 0.98440 1.33989 -1.35297 -0.2 0.1 0.0 0.434
H -0.44952 0.98184 -0.35964 -0.2 0.0 -0.2 0.454
N -2.45021 0.03241 0.24465 0.1 0.0 -0.6 -1.118
H -2.29097 -0.40149 -0.66437 -0.1 -0.1 0.0 0.359
H -3.03466 -0.64388 0.72871 0.1 0.1 0.2 0.390
H -3.07218 0.80558 0.02544 0.0 0.1 0.2 0.384
```
Positions in Å, forces in eV/Å.

=====

The following is a quantum chemistry calculation of a structure of composition C7H12N3V in a non-equilibrium geometry, from the Open Molecules 2025 dataset.

Results
expectation value of S² = 3.838
total charge = -1
LUMO level (alpha / beta) = 2.3 / 2.4 eV
max |F| = 3.4 eV Å⁻¹
relative energy (zero: lowest compared OMol25 entry of this formula, charge and spin) = 11.0 kJ/mol
multiplicity = 4
orbital gap (alpha / beta) = 2.96 / 2.72 eV
energy = -1382.06162 Ha

```
23
Properties=species:S:1:pos:R:3:forces:R:3:mulliken_spin:R:1
C 3.49602 -1.86882 1.83568 -0.8 -0.1 -0.1 -0.037
V -0.40581 -1.72106 -0.57146 -1.7 1.1 1.4 3.042
N -0.95940 -2.76039 -2.24125 -0.8 -1.5 -1.4 -0.005
H 1.08885 -1.81103 -1.00537 2.4 -0.2 -0.5 -0.086
H -1.70598 -3.46593 -2.16119 0.3 0.4 0.0 0.019
H 4.27884 -2.13987 1.13312 0.4 0.1 0.2 0.002
H 3.47023 -2.53848 2.70064 0.2 0.1 -0.1 0.003
H 2.56578 -2.01790 1.26921 0.1 0.3 0.3 0.031
H 3.56296 -0.82659 2.17449 0.1 -0.3 -0.2 0.001
H -1.24966 -2.11983 -2.98580 0.1 -0.1 0.2 0.035
H -0.13393 -3.26468 -2.58832 -0.2 0.3 0.2 0.001
N -2.15520 5.32069 0.72810 0.4 -0.8 0.0 0.007
C -1.76300 4.22437 0.59131 0.0 -0.6 -0.2 -0.006
C -1.32228 2.86071 0.38375 -1.0 3.2 0.4 -0.008
C -0.69328 2.49740 -0.81258 1.0 -2.3 -1.6 -0.044
C -0.38610 1.15763 -1.05449 -0.2 3.1 -0.4 0.032
N -0.73297 0.17825 -0.16590 0.5 -2.6 -0.3 0.153
C -1.31712 0.53129 1.02413 -0.8 2.5 1.3 -0.095
C -1.62418 1.85808 1.30787 0.1 -2.8 0.7 0.035
H -0.47762 3.25584 -1.55764 0.2 -0.1 0.0 -0.003
H 0.12558 0.82465 -1.96429 -0.2 0.2 0.4 -0.032
H -1.54292 -0.28226 1.72059 0.0 0.3 -0.2 -0.050
H -2.11882 2.10791 2.23941 0.1 -0.1 0.0 0.006
```
Positions in Å, forces in eV/Å.